No. 1
The following is a DFT calculation (ωB97M-V with the def2-TZVPD basis set) of a cluster of 40 separate species, H80O40 in total.

Results
**Net charge**: 0
**ΔE to the lowest compared entry with this formula, charge and spin**: 898.14 kJ/mol
**Electronic energy**: -3057.41526 Eh
**Orbital gap**: 0.33674 Eh

CARTESIAN COORDINATES (ANGSTROEM)
H1 -3.3701 -2.4696 -3.1377
H2 -3.4690 -3.6835 -3.9589
O1 -3.9217 -3.2581 -3.2291
H3 -4.7581 0.9116 1.1002
H4 -4.3069 2.1381 0.5289
O2 -4.5855 1.2609 0.2011
H5 -3.8620 -5.0184 -1.6448
H6 -2.2759 -5.1832 -1.9344
O3 -3.0189 -5.2914 -1.3359
H7 -3.1416 -0.3052 -2.6125
H8 -2.0728 -0.8018 -3.6838
O4 -2.4850 -0.0349 -3.2665
H9 5.3643 3.2161 -1.9556
H10 4.1753 3.3526 -0.8304
O5 4.4496 3.0823 -1.7005
H11 -0.6301 3.3296 1.8886
O6 -1.3150 2.7655 1.4928
H12 -2.7797 1.9281 2.2411
O7 -3.4578 1.5334 2.8270
H13 2.6971 2.4524 -3.9258
H14 1.3607 2.2070 -4.3546
O8 2.2820 2.1216 -4.7579
H15 3.9985 -3.8884 -3.3710
H16 3.0001 -2.7082 -3.0610
O9 3.7902 -2.9611 -3.5279
H17 -1.1004 0.5845 -5.9495
H18 0.3123 -0.3406 -6.1866
O10 -0.6231 -0.2419 -5.9476
H19 -0.8830 1.2175 4.5575
H20 -1.7410 0.5151 5.3720
O11 -0.8249 0.8384 5.4845
H21 -0.0454 -4.7950 4.5105
O12 0.3777 -3.9465 4.5457
H22 -5.9335 -0.5497 -2.2206
H23 -5.0727 -1.0746 -1.1544
O13 -5.2119 -1.1791 -2.1099
H24 1.7620 -5.4829 -2.3404
H25 1.9374 -4.1422 -1.6709
O14 2.0196 -4.5811 -2.5100
H26 -0.8804 -3.6913 -5.0098
H27 -0.7472 -2.2218 -5.1315
O15 -1.4364 -2.8806 -4.9269
H28 5.5450 -2.8221 1.1762
H29 5.3332 -1.9024 2.2483
O16 4.9824 -2.7688 1.9552
H30 1.9000 0.7821 0.8395
H31 2.8704 0.2243 1.8733
O17 2.2053 0.8822 1.7384
H32 4.7492 2.4885 1.6387
H33 3.3997 3.1097 2.0986
O18 4.2073 3.3522 1.6594
H34 -1.6908 -0.9064 3.9331
O19 -0.8106 -1.2083 3.7334
H35 2.6225 -3.6951 3.1428
H36 3.4308 -4.1776 1.9586
O20 2.7051 -3.6050 2.1906
H37 -3.4027 -6.0251 1.0351
O21 -3.0089 -5.2791 1.4962
H38 -4.1392 -2.2894 2.7250
H39 -3.4394 -3.3601 3.1220
O22 -3.5963 -2.4649 3.5346
H40 1.3692 -0.0801 4.8310
H41 1.8544 -0.3613 6.2265
O23 2.1187 -0.4763 5.2908
H42 -0.7611 1.2997 -2.7229
H43 -0.4100 0.8355 -4.1852
O24 -0.0810 1.3628 -3.4301
H44 -2.4171 1.7499 -1.1924
H45 -2.8407 2.8653 -2.1686
O25 -2.9636 2.5125 -1.3116
H46 0.4392 -1.2643 -2.4599
H47 1.8320 -0.6222 -2.4340
O26 1.3719 -1.4775 -2.3760
H48 0.0349 6.4361 -0.5623
H49 -0.2083 4.9325 -0.5934
O27 0.4499 5.6085 -0.7761
H50 3.6104 0.3532 -1.4466
H51 3.6248 1.1554 -2.6506
O28 2.9496 0.7060 -2.1174
H52 6.1554 0.1330 1.5476
H53 5.4656 0.1016 2.8079
O29 5.2513 0.3082 1.8763
H54 0.7670 4.5560 3.5966
H55 1.7203 4.6500 4.7910
O30 1.0830 5.1755 4.3002
H56 1.0817 4.5658 -2.4341
H57 1.4237 5.2084 -3.7952
O31 1.4685 4.3959 -3.3022
H58 2.2652 -1.9929 0.6858
O32 2.3108 -1.1539 0.2204
H59 2.5749 1.8121 4.0174
H60 1.4270 2.0700 5.0770
O33 2.1348 2.5161 4.6145
H61 -0.8344 -2.1460 3.9381
H62 -1.4828 3.0142 0.5767
H63 -2.6174 -4.8424 0.7463
H64 -3.7745 2.3217 3.2963
H65 0.8984 -3.7728 5.3823
H66 1.9751 -1.0025 -0.6819
O34 -0.9417 5.4660 1.8536
H67 -0.8057 5.1289 0.9653
H68 -0.1688 6.0724 1.9112
O35 -4.0798 -2.7136 -0.5167
H69 -3.3322 -3.4423 -0.3916
H70 -4.8816 -3.2581 -0.4652
O36 -2.4432 0.2575 -0.0330
H71 -2.3039 -0.0817 0.8795
H72 -2.4084 -0.6850 -0.3119
O37 -0.2246 -0.8655 1.4128
H73 -0.3896 -0.0045 1.8466
H74 0.3319 -1.3954 1.9855
O38 -1.2426 -3.3986 0.5722
H75 -1.0230 -2.4749 0.6424
H76 -0.4788 -3.9109 0.8564
O39 0.4341 2.8420 -0.9717
H77 0.3262 2.1868 -1.6926
H78 1.2976 3.0265 -1.3593
O40 -1.5963 4.5214 -2.9766
H79 -0.8440 4.5425 -3.5742
H80 -1.9322 3.6751 -3.2172

No. 2
The following is a DFT calculation (ωB97M-V with the def2-TZVPD basis set) of a cluster of 10 separate species, C28H34N10O4 in total.

Results
**Net charge**: 0
**ΔE to the lowest compared entry with this formula, charge and spin**: 0.00 kJ/mol
**Electronic energy**: -1935.63069 Eh
**Orbital gap**: 0.33649 Eh

CARTESIAN COORDINATES (ANGSTROEM)
C1 19.5742 21.9362 -13.2637
C2 20.7662 22.1686 -14.0717
N1 21.6707 22.3605 -14.7405
H1 18.7116 22.3606 -13.7757
H2 19.6952 22.3228 -12.2581
H3 19.4158 20.8568 -13.2146
C3 16.4743 28.0688 -17.9836
C4 15.6731 29.0685 -17.2808
N2 15.0427 29.8547 -16.7269
H4 15.8909 27.6510 -18.8005
H5 16.7254 27.2763 -17.2797
H6 17.3947 28.5004 -18.3678
C5 22.8224 20.9851 -17.6544
C6 22.9344 19.7567 -18.4254
N3 22.9844 18.7794 -19.0166
H7 22.8089 21.8632 -18.2964
H8 23.6271 21.0769 -16.9271
H9 21.9029 20.9985 -17.0665
C7 20.1225 18.3293 -16.3585
C8 19.0312 19.2722 -16.1811
N4 18.1768 20.0163 -16.0361
H10 20.9588 18.5864 -15.7101
H11 20.5016 18.3320 -17.3812
H12 19.7788 17.3206 -16.1352
C9 15.3955 23.6828 -18.6760
C10 14.5016 24.8007 -18.3627
N5 13.8265 25.7041 -18.1453
H13 16.3347 23.8871 -18.1533
H14 15.5783 23.6885 -19.7497
H15 14.9903 22.7287 -18.3521
C11 17.2159 20.7713 -20.3431
C12 16.7868 21.7655 -21.3062
N6 16.4449 22.5467 -22.0684
H16 16.5237 20.8039 -19.4963
H17 18.2283 20.9394 -19.9895
H18 17.1489 19.7683 -20.7618
C13 19.2590 23.8965 -23.3982
C14 19.4441 23.6538 -21.9782
N7 19.5081 23.4960 -20.8440
H19 18.8803 22.9898 -23.8641
H20 20.2300 24.0970 -23.8585
H21 18.6297 24.7684 -23.5533
C15 19.2964 22.9676 -17.5673
C16 19.0276 24.3639 -17.7599
N8 18.7650 25.4633 -17.9161
H22 20.1395 22.7780 -16.9042
H23 19.4919 22.4860 -18.5266
H24 18.4409 22.4390 -17.1382
C17 17.2332 26.1050 -20.9291
C18 18.4214 26.8088 -20.9903
C19 18.6671 27.6361 -22.0887
C20 17.6814 27.7678 -23.0446
C21 16.4798 27.0902 -22.9656
C22 16.2214 26.2927 -21.8646
N9 17.9317 28.6312 -24.2063
O1 17.1550 28.5713 -25.1384
O2 18.9529 29.2854 -24.1975
H25 17.0745 25.4269 -20.0988
H26 19.2124 26.7070 -20.2611
H27 19.6076 28.1652 -22.1363
H28 15.7454 27.2235 -23.7480
H29 15.2939 25.7613 -21.7090
C23 13.3787 20.7574 -14.8575
C24 14.7273 20.6837 -15.1923
C25 15.4994 21.8269 -15.1962
C26 14.9152 23.0416 -14.8801
C27 13.5619 23.1479 -14.6072
C28 12.8054 21.9924 -14.5584
N10 15.7211 24.2574 -14.9436
O3 16.8605 24.1676 -15.3625
O4 15.1969 25.2891 -14.5781
H30 12.7677 19.8658 -14.8281
H31 15.1535 19.7209 -15.4437
H32 16.5169 21.8042 -15.5594
H33 13.0908 24.1122 -14.4774
H34 11.7571 22.0251 -14.2915

No. 3
The following is a DFT calculation (ωB97M-V with the def2-TZVPD basis set) of a cluster of 2 separate species, C4H11NO in total.

Results
**Net charge**: 0
**ΔE to the lowest compared entry with this formula, charge and spin**: 109.41 kJ/mol
**Electronic energy**: -288.97534 Eh
**Orbital gap**: 0.31613 Eh

CARTESIAN COORDINATES (ANGSTROEM)
C1 0.4805 1.7344 -2.3209
N1 0.3229 -0.0413 -0.0275
C2 1.0299 -0.4187 -1.1836
C3 1.0917 0.3789 -2.2470
C4 1.6010 -1.8099 -1.1343
H1 -0.6019 1.6762 -2.4662
H2 0.8851 2.3208 -3.1376
H3 0.5547 2.2249 -1.3538
H4 -0.5024 0.5141 -0.1082
H5 0.5439 -0.5388 0.8217
H6 1.5895 -0.0067 -3.1356
H7 0.8854 -2.5105 -1.5270
H8 2.5065 -1.8698 -1.7247
H9 1.9239 -2.0571 -0.1274
H10 -3.4982 -0.1584 6.2943
H11 -3.4571 -0.4888 4.7967
O1 -3.5894 0.2387 5.4142

No. 4
The following is a DFT calculation (ωB97M-V with the def2-TZVPD basis set) of a structure of composition C29H33N3OReSSi.

Results
**Net charge**: +2
**Electronic energy**: -2129.85231 Eh
**Orbital gap (alpha / beta)**: 0.18042 / 0.19292 Eh
**⟨S²⟩**: 0.76
**Spin multiplicity**: 2

CARTESIAN COORDINATES (ANGSTROEM)
Re1 1.1144 0.5862 0.1357
C1 1.8419 -2.3056 1.0655
C2 2.6671 -1.3107 1.8167
C3 3.5543 -1.7200 2.8188
C4 4.3360 -0.8043 3.4743
C5 4.2567 0.5573 3.1153
C6 5.0559 1.5631 3.7020
C7 4.9658 2.8663 3.2796
C8 4.0689 3.2222 2.2713
C9 3.2462 2.2697 1.6966
S1 2.1009 2.7036 0.4517
C10 3.3300 0.9135 2.0987
N1 2.5415 -0.0255 1.4865
H1 1.9089 -3.2873 1.5252
H2 2.2045 -2.3929 0.0377
H3 0.7872 -2.0135 1.0442
H4 3.6097 -2.7676 3.0668
H5 5.0183 -1.1115 4.2513
H6 5.7509 1.2837 4.4778
H7 5.5907 3.6274 3.7201
H8 4.0128 4.2430 1.9284
C11 2.1851 -1.8444 -4.2134
N2 2.4550 -0.4936 -3.7622
C12 2.9072 0.4571 -4.7588
C13 2.3285 -0.1646 -2.5377
N3 2.1947 0.1432 -1.4103
H9 1.4490 -1.8210 -5.0171
H10 1.8024 -2.4518 -3.3956
H11 3.1052 -2.2919 -4.5933
H12 2.1780 0.4935 -5.5691
H13 3.8719 0.1413 -5.1615
H14 3.0104 1.4450 -4.3166
C14 -3.3242 2.5109 1.5049
C15 -3.4585 1.0083 1.6197
C16 -3.1384 0.5154 3.0122
C17 -4.7840 0.4927 1.1153
Si1 -2.0121 0.2651 0.4352
O1 -0.6161 0.6527 1.0843
C18 -2.1404 -1.6330 0.2933
C19 -2.4726 -2.2148 -0.9280
C20 -2.4741 -3.5921 -1.0728
C21 -2.1347 -4.4057 -0.0048
C22 -1.7853 -3.8379 1.2095
C23 -1.7939 -2.4606 1.3582
C24 -2.1444 1.0735 -1.2912
C25 -1.0481 1.7648 -1.8009
C26 -1.0800 2.3618 -3.0474
C27 -2.2318 2.2870 -3.8135
C28 -3.3263 1.5844 -3.3349
C29 -3.2834 0.9827 -2.0893
H15 -4.0519 2.9771 2.1719
H16 -3.5285 2.8640 0.4963
H17 -2.3355 2.8470 1.8119
H18 -3.8010 1.0172 3.7198
H19 -2.1169 0.7572 3.2985
H20 -3.3048 -0.5546 3.1080
H21 -5.5608 0.7568 1.8362
H22 -4.7903 -0.5922 1.0167
H23 -5.0563 0.9486 0.1665
H24 -2.7228 -1.5937 -1.7736
H25 -2.7459 -4.0250 -2.0231
H26 -2.1394 -5.4792 -0.1200
H27 -1.5146 -4.4664 2.0449
H28 -1.5284 -2.0283 2.3141
H29 -0.1433 1.8896 -1.1917
H30 -0.2155 2.8963 -3.4095
H31 -2.2790 2.7797 -4.7716
H32 -4.2201 1.5064 -3.9323
H33 -4.1470 0.4345 -1.7414